(1)
{"formula": "H2NO4PS", "method": "wB97M-V/def2-TZVPD", "elements": ["N", "O", "O", "O", "O", "P", "S", "H", "H"], "coordinates": [[-1.2888, -1.1733, -0.7409], [1.9259, 4.2023, -2.8520], [0.5689, 2.6796, -4.4293], [2.8883, 1.9628, -3.4321], [0.3819, 2.9734, -0.4968], [1.6552, 2.8712, -3.3967], [0.9238, 1.9238, -1.4263], [-0.9370, -0.2790, -0.6907], [-1.2570, -1.4158, -1.8529]], "charge": -2, "gap_ev": [6.04, 4.25], "de_lowest_kcal_mol": 8.4, "max_force_ha_per_bohr": 0.1013, "homo_energy_ev": [0.28, 0.53], "spin_multiplicity": 3}

(2)
{"formula": "C4H6ClN3", "method": "wB97M-V/def2-TZVPD", "elements": ["C", "C", "C", "N", "N", "C", "N", "H", "H", "H", "H", "H", "Cl", "H"], "coordinates": [[1.7983, 1.0177, 0.3550], [0.6153, 0.5343, 0.0395], [-0.6799, 1.1539, -0.2110], [-1.5478, 0.1895, -0.3436], [-1.0217, -1.0204, -0.2696], [0.2573, -0.9199, -0.2951], [1.1635, -1.8943, -0.0119], [2.0485, 2.0392, 0.6760], [2.6742, 0.3817, 0.4055], [-1.0678, 2.1911, -0.3062], [2.1779, -1.6353, 0.1403], [1.0454, -2.8086, -0.2781], [-4.4023, 0.5278, 0.2238], [-3.0610, 0.2433, -0.1248]], "gap_ev": 7.99, "de_lowest_kcal_mol": 71.1, "max_force_ha_per_bohr": 0.0709, "homo_energy_ev": -9.27}

(3)
{"formula": "C15H28BrClFN4O7P2", "method": "wB97M-V/def2-TZVPD", "elements": ["C", "O", "C", "C", "C", "N", "C", "C", "C", "F", "C", "N", "C", "C", "C", "N", "O", "C", "C", "C", "O", "Br", "P", "P", "O", "O", "O", "O", "C", "Cl", "N", "H", "H", "H", "H", "H", "H", "H", "H", "H", "H", "H", "H", "H", "H", "H", "H", "H", "H", "H", "H", "H", "H", "H", "H", "H", "H", "H", "H"], "coordinates": [[4.5862, -1.8930, -2.9014], [3.9999, -0.5388, -2.9902], [2.6359, -0.5665, -3.5422], [1.5008, 0.1356, -2.5391], [1.4594, -0.5975, -1.0595], [1.5899, 0.3996, 0.1091], [3.0001, 0.8653, 0.3939], [3.8650, -0.1453, 1.3685], [5.2208, 0.6879, 1.8734], [4.3702, -1.3662, 0.6950], [0.5462, 0.8550, 0.8719], [-0.8299, 0.2963, 0.5336], [-1.5212, 0.9952, -0.5798], [-2.4570, -0.0037, -1.5422], [-2.6714, 0.7489, -2.9928], [-4.0895, 0.8756, -3.5220], [-1.6800, 1.2534, -3.7548], [-1.6415, -0.0725, 1.7227], [-2.2137, -1.6193, 1.4377], [-2.4020, -2.4657, 2.8283], [-1.9505, -3.7464, 2.8176], [-3.1888, -1.7805, 4.5346], [-2.9617, 1.1472, 2.3261], [-5.0040, 0.5376, 1.7015], [-5.9770, 1.3603, 2.6907], [-5.3449, -1.1438, 2.0004], [-5.4141, 1.0888, 0.0888], [-0.6759, -0.2492, 2.8581], [-0.0100, 1.0054, 3.2051], [1.4759, 0.5050, 4.2664], [0.5835, 1.7830, 2.0483], [4.4070, -2.5626, -3.8475], [5.7670, -1.8763, -2.7335], [4.1437, -2.4461, -1.9460], [2.3708, -1.6715, -3.8225], [2.6531, 0.0998, -4.5163], [0.4634, -0.0625, -3.0588], [1.7948, 1.2673, -2.4728], [0.5902, -1.3663, -0.9224], [2.4637, -1.2419, -1.0040], [3.0100, 1.9935, 0.7579], [3.5675, 0.8701, -0.6545], [3.2912, -0.4947, 2.3263], [5.5211, 1.3769, 0.9562], [6.0998, -0.0234, 2.1861], [4.9303, 1.3590, 2.7971], [-0.6734, 1.3884, -1.3243], [-2.1566, 1.9398, -0.3171], [-1.8971, -1.0508, -1.6572], [-3.4996, -0.2482, -1.0724], [-4.4603, -0.0281, -3.8903], [-4.7288, 1.2383, -2.7706], [-1.3237, -2.1513, 0.8459], [-3.1305, -1.6361, 0.7116], [-2.8191, 2.4635, 1.6871], [-6.2993, -1.3079, 2.2576], [-5.7780, 2.0288, 0.2503], [-0.6335, 1.7199, 3.9201], [1.5255, 2.0705, 2.3662]], "charge": 1, "gap_ev": 8.40, "max_force_ha_per_bohr": 0.1831, "homo_energy_ev": -12.59}

(4)
{"formula": "C3H4AgBBr2F4O3", "method": "wB97M-V/def2-TZVPD", "elements": ["Ag", "C", "O", "O", "O", "B", "F", "F", "F", "F", "Br", "C", "C", "Br", "H", "H", "H", "H"], "coordinates": [[-0.5119, -0.1027, -2.2501], [-0.3968, 2.0586, 1.6457], [-1.3544, 1.3063, 1.4992], [0.0336, 2.2188, 2.8435], [0.0404, 2.6360, 0.6503], [-3.4527, 3.5891, -4.4879], [-2.1349, 3.0609, -4.2889], [-4.2580, 3.1727, -3.4350], [-3.4217, 4.9148, -4.5994], [-4.0836, 3.1487, -5.6435], [0.9759, -3.8059, 0.5905], [1.8133, -3.7279, 2.4239], [3.0084, -2.7679, 2.4187], [4.3707, -3.0884, 0.9860], [2.0307, -4.7445, 2.7515], [1.0937, -3.3164, 3.1317], [3.5472, -2.8297, 3.3642], [2.7003, -1.7226, 2.3995]], "charge": -2, "gap_ev": 3.03, "de_lowest_kcal_mol": 97.2, "max_force_ha_per_bohr": 0.0813, "homo_energy_ev": -0.10}

(5)
{"formula": "C6H9NO", "method": "wB97M-V/def2-TZVPD", "elements": ["C", "C", "C", "C", "C", "C", "N", "O", "H", "H", "H", "H", "H", "H", "H", "H", "H"], "coordinates": [[-0.8296, 0.8727, -1.8137], [-0.2857, -1.8932, -0.2254], [0.1625, -0.6647, 1.5599], [0.9692, -1.6668, 0.7601], [-0.4265, -0.4790, 0.1453], [0.3058, 1.8563, 0.0734], [-0.3752, 0.6846, -0.5712], [-0.7242, 1.9118, -2.3850], [-1.2628, -0.0475, -2.2519], [-0.0945, -2.2129, -1.2314], [-0.8979, -2.4407, 0.4409], [-0.5778, -1.1412, 2.2315], [0.5954, 0.1680, 2.1032], [1.9895, -1.5106, 0.5092], [0.1419, 1.9052, 1.1547], [1.3908, 1.9287, -0.0549], [-0.0808, 2.7294, -0.4446]], "gap_ev": 7.99, "de_lowest_kcal_mol": 94.1, "max_force_ha_per_bohr": 0.0712, "homo_energy_ev": -7.17}

(6)
{"formula": "C40H40BN4TeV", "method": "wB97M-V/def2-TZVPD", "elements": ["V", "C", "N", "C", "C", "C", "C", "C", "C", "C", "C", "H", "H", "H", "H", "H", "H", "H", "H", "H", "H", "H", "H", "C", "C", "C", "C", "C", "C", "N", "C", "C", "C", "C", "C", "C", "H", "H", "H", "H", "H", "H", "H", "H", "H", "H", "B", "C", "N", "H", "H", "H", "C", "C", "C", "C", "C", "C", "N", "C", "C", "C", "C", "C", "C", "H", "H", "H", "H", "H", "H", "H", "H", "H", "H", "Te", "C", "C", "C", "C", "C", "C", "H", "H", "H", "H", "H"], "coordinates": [[-0.8415, 0.3531, -0.2852], [-0.0577, -0.3265, -3.5786], [-0.8128, 0.6411, -2.7905], [-2.1778, 0.7144, -3.3148], [-0.1663, 1.9548, -2.9136], [-0.7251, 2.9175, -1.9079], [-0.9016, 4.2607, -2.2152], [-1.3433, 5.1469, -1.2422], [-1.6347, 4.6678, 0.0277], [-1.4815, 3.3164, 0.3140], [-1.0023, 2.4098, -0.6336], [-0.0569, -0.0402, -4.6434], [-0.5112, -1.3120, -3.4716], [0.9693, -0.3597, -3.2176], [-2.1577, 1.0009, -4.3794], [-2.7529, 1.4508, -2.7610], [-2.6592, -0.2574, -3.2108], [-0.2696, 2.3351, -3.9453], [0.8980, 1.8100, -2.7146], [-0.6828, 4.6171, -3.2183], [-1.4744, 6.1975, -1.4782], [-1.9995, 5.3458, 0.7927], [-1.7430, 2.9612, 1.3064], [-4.0655, 0.3743, 4.2977], [-4.0348, -0.5783, 3.2892], [-2.9607, -0.6549, 2.4169], [-1.8973, 0.2423, 2.5246], [-1.9299, 1.1927, 3.5530], [-3.0021, 1.2563, 4.4279], [-0.7926, 0.2151, 1.6317], [0.4207, 0.0843, 2.3550], [1.3231, 1.1376, 2.4684], [2.4928, 0.9893, 3.1990], [2.7839, -0.2123, 3.8274], [1.8895, -1.2696, 3.7187], [0.7190, -1.1231, 2.9943], [-4.9128, 0.4343, 4.9707], [-4.8610, -1.2682, 3.1666], [-2.9348, -1.4025, 1.6378], [-1.1006, 1.8831, 3.6532], [-3.0106, 2.0088, 5.2090], [1.0929, 2.0779, 1.9909], [3.1826, 1.8234, 3.2636], [3.7061, -0.3309, 4.3836], [2.1099, -2.2190, 4.1936], [0.0184, -1.9446, 2.9021], [-5.5811, 0.7120, -0.5112], [-4.0089, 0.5754, -0.4159], [-2.8575, 0.4991, -0.3484], [-6.0666, -0.3886, -0.3505], [-5.8330, 1.1517, -1.6183], [-5.9274, 1.4867, 0.3575], [3.5007, -3.2162, 0.4221], [2.3938, -3.2058, -0.4105], [1.7550, -2.0202, -0.7435], [2.2156, -0.7817, -0.2808], [3.3248, -0.8195, 0.5932], [3.9503, -2.0008, 0.9330], [1.5695, 0.4114, -0.5960], [2.4172, 1.4694, -0.8377], [3.6407, 1.3141, -1.5405], [4.4645, 2.3805, -1.8386], [4.1260, 3.6801, -1.4715], [2.9228, 3.8639, -0.8039], [2.0935, 2.7996, -0.4971], [3.9879, -4.1483, 0.6844], [2.0024, -4.1365, -0.8039], [0.8708, -2.0582, -1.3662], [3.6871, 0.1091, 1.0168], [4.7908, -1.9720, 1.6199], [3.9333, 0.3231, -1.8672], [5.3848, 2.1915, -2.3837], [4.7750, 4.5164, -1.7024], [2.6090, 4.8605, -0.5098], [1.1650, 2.9987, 0.0132], [-2.0377, -2.3648, -0.9697], [-0.8472, -4.1209, -0.9678], [-0.1983, -4.5542, 0.1905], [0.5205, -5.7385, 0.2157], [0.6099, -6.5314, -0.9210], [-0.0258, -6.1170, -2.0831], [-0.7411, -4.9270, -2.1038], [-0.2494, -3.9382, 1.0804], [1.0262, -6.0374, 1.1276], [1.1764, -7.4555, -0.9038], [0.0410, -6.7191, -2.9838], [-1.2320, -4.6123, -3.0175]], "charge": -2, "gap_ev": [5.95, 6.03], "de_lowest_kcal_mol": 0.0, "max_force_ha_per_bohr": 0.0280, "homo_energy_ev": [-1.61, -1.69], "spin_multiplicity": 3}

(7)
{"formula": "C22H28N3OSiZn", "method": "wB97M-V/def2-TZVPD", "elements": ["Zn", "N", "C", "C", "N", "C", "C", "N", "H", "H", "H", "H", "H", "H", "H", "H", "H", "H", "H", "H", "H", "O", "Si", "C", "C", "C", "C", "C", "C", "C", "C", "C", "C", "C", "C", "C", "C", "C", "C", "C", "C", "H", "H", "H", "H", "H", "H", "H", "H", "H", "H", "H", "H", "H", "H", "H"], "coordinates": [[0.1503, 0.1403, -0.1516], [-1.6840, -0.8639, -0.2433], [-2.0902, -1.1853, 1.1523], [-1.7133, -0.0562, 2.1034], [-0.3248, 0.3831, 1.9321], [0.7309, -0.3062, 2.6784], [1.2693, -1.5282, 1.9417], [1.5986, -1.2010, 0.5265], [-2.3519, -0.2275, -0.6724], [-1.7119, -1.7116, -0.8002], [-1.5886, -2.1138, 1.4236], [-3.1632, -1.3705, 1.2137], [-1.9220, -0.3672, 3.1315], [-2.3393, 0.8149, 1.8941], [-0.2744, 1.3820, 2.1239], [0.3998, -0.6062, 3.6773], [1.5415, 0.4149, 2.8086], [0.5309, -2.3291, 1.9186], [2.1442, -1.9135, 2.4665], [1.7068, -2.0632, 0.0029], [2.4953, -0.7245, 0.4664], [0.5064, 1.8036, -0.8704], [0.3017, 3.3696, -0.5189], [-0.1758, 3.4902, 1.3098], [-1.4796, 3.7014, 1.7598], [-1.7805, 3.7275, 3.1192], [-0.7761, 3.5541, 4.0592], [0.5366, 3.3657, 3.6395], [0.8273, 3.3427, 2.2809], [-1.0689, 4.0917, -1.5509], [-1.8242, 3.2839, -2.4012], [-2.8473, 3.8138, -3.1769], [-3.1318, 5.1690, -3.1120], [-2.3899, 5.9924, -2.2745], [-1.3689, 5.4562, -1.5058], [1.8891, 4.3171, -0.7358], [2.8710, 3.8500, -1.6122], [4.0441, 4.5621, -1.8186], [4.2547, 5.7594, -1.1500], [3.2926, 6.2408, -0.2734], [2.1238, 5.5223, -0.0691], [-2.2754, 3.8471, 1.0371], [-2.7994, 3.8973, 3.4439], [-1.0076, 3.5915, 5.1158], [1.3301, 3.2629, 4.3700], [1.8621, 3.2350, 1.9630], [-1.5949, 2.2260, -2.4710], [-3.4178, 3.1733, -3.8376], [-3.9252, 5.5870, -3.7176], [-2.6044, 7.0521, -2.2274], [-0.7948, 6.1179, -0.8655], [2.7103, 2.9211, -2.1478], [4.7929, 4.1879, -2.5050], [5.1672, 6.3182, -1.3123], [3.4545, 7.1735, 0.2514], [1.3901, 5.9063, 0.6330]], "charge": 1, "gap_ev": 7.96, "de_lowest_kcal_mol": 1.7, "max_force_ha_per_bohr": 0.0153, "homo_energy_ev": -11.00}

(8)
{"formula": "C61H49N4O4PPd", "method": "wB97M-V/def2-TZVPD", "elements": ["Pd", "C", "O", "C", "C", "C", "C", "C", "C", "C", "C", "C", "C", "C", "N", "C", "C", "C", "C", "C", "C", "C", "C", "C", "C", "O", "C", "C", "C", "C", "N", "C", "C", "C", "C", "C", "C", "O", "C", "C", "C", "C", "C", "C", "C", "N", "C", "C", "N", "C", "C", "C", "C", "O", "C", "C", "C", "H", "H", "H", "H", "H", "H", "H", "H", "H", "H", "H", "H", "H", "H", "H", "H", "H", "H", "H", "H", "H", "H", "H", "H", "H", "H", "H", "H", "H", "H", "H", "H", "H", "H", "H", "H", "C", "P", "C", "C", "C", "C", "C", "C", "C", "C", "C", "C", "C", "C", "H", "H", "H", "H", "H", "H", "H", "H", "H", "H", "H", "H", "H"], "coordinates": [[0.0699, -0.1206, -0.4642], [6.1925, -7.4536, 2.1304], [6.2284, -6.6321, 0.9774], [5.3140, -5.6291, 0.8947], [5.4242, -4.7917, -0.2141], [4.5215, -3.7643, -0.4015], [3.4807, -3.5431, 0.5061], [3.3989, -4.3718, 1.6154], [4.3047, -5.4080, 1.8227], [2.4469, -2.4975, 0.2452], [2.8661, -1.1828, 0.1095], [4.2344, -0.7374, 0.2263], [4.2683, 0.5444, -0.1922], [2.9152, 0.9150, -0.5227], [2.0892, -0.1372, -0.3058], [2.5558, 2.1525, -1.0617], [1.2464, 2.5821, -1.2212], [0.8797, 3.8577, -1.8002], [-0.4624, 3.8764, -1.8933], [-0.9427, 2.6084, -1.3835], [-2.2661, 2.2029, -1.4668], [-3.1827, 3.0038, -2.3487], [-3.1548, 2.7410, -3.7138], [-3.9771, 3.4242, -4.6021], [-4.8532, 4.3926, -4.1182], [-5.7017, 5.1170, -4.8965], [-5.6542, 4.8986, -6.2937], [-4.8934, 4.6605, -2.7553], [-4.0660, 3.9734, -1.8839], [-2.7174, 0.9279, -1.0995], [-1.9295, -0.1439, -0.8319], [-2.7357, -1.2471, -0.8175], [-2.3067, -2.5674, -0.7694], [-3.2834, -3.6136, -1.2048], [-3.8815, -4.5045, -0.3143], [-4.7896, -5.4485, -0.7554], [-5.1159, -5.5293, -2.1063], [-6.0167, -6.4900, -2.4465], [-6.4169, -6.5581, -3.8026], [-4.5298, -4.6481, -3.0091], [-3.6292, -3.6941, -2.5471], [-0.9992, -2.9664, -0.4907], [-0.5749, -4.3372, -0.3888], [0.7375, -4.3207, -0.0641], [1.1363, -2.9368, 0.0138], [0.0620, -2.1484, -0.2562], [-4.1040, -0.8383, -1.0180], [-4.0922, 0.5005, -1.1941], [0.1158, 1.8724, -0.9350], [3.6392, 2.9315, -1.7490], [3.9412, 2.6037, -3.0654], [4.9020, 3.3042, -3.7867], [5.5782, 4.3589, -3.1809], [6.5292, 5.1139, -3.7944], [6.7738, 4.8669, -5.1662], [5.2912, 4.6909, -1.8616], [4.3300, 3.9864, -1.1586], [6.9930, -8.1779, 2.0107], [5.2413, -7.9845, 2.2144], [6.3659, -6.8704, 3.0380], [6.2183, -4.9784, -0.9262], [4.6061, -3.1281, -1.2738], [2.6149, -4.2010, 2.3444], [4.2046, -6.0307, 2.7001], [5.0589, -1.3312, 0.5844], [5.1226, 1.2001, -0.2500], [1.5809, 4.6272, -2.0823], [-1.0980, 4.6614, -2.2708], [-2.4755, 1.9845, -4.0885], [-3.9274, 3.1897, -5.6557], [-6.3650, 5.5933, -6.7320], [-5.9477, 3.8775, -6.5492], [-4.6588, 5.1016, -6.6959], [-5.5812, 5.4146, -2.3935], [-4.1070, 4.1950, -0.8237], [-3.6427, -4.4393, 0.7413], [-5.2639, -6.1363, -0.0666], [-7.1784, -7.3308, -3.8548], [-5.5821, -6.8329, -4.4519], [-6.8443, -5.6111, -4.1404], [-4.7597, -4.6924, -4.0635], [-3.1868, -2.9975, -3.2492], [-1.2106, -5.1949, -0.5396], [1.3863, -5.1669, 0.0912], [-4.9550, -1.5004, -1.0152], [-4.9347, 1.1541, -1.3571], [3.4079, 1.7881, -3.5390], [5.1073, 3.0192, -4.8084], [7.4954, 5.6139, -5.4839], [5.8619, 4.9726, -5.7588], [7.1939, 3.8706, -5.3250], [5.8302, 5.5110, -1.4038], [4.1058, 4.2649, -0.1352], [-1.7041, 1.6622, 2.4655], [-0.4891, 0.3080, 2.1982], [-1.1292, -1.0481, 3.2384], [-0.4563, -2.2690, 3.1445], [-0.8816, -3.3716, 3.8690], [-1.9908, -3.2704, 4.7001], [-2.6688, -2.0643, 4.7981], [-2.2428, -0.9587, 4.0700], [0.9017, 0.9563, 3.2010], [1.1884, 0.5740, 4.5092], [2.2407, 1.1664, 5.1979], [3.0140, 2.1451, 4.5896], [2.7362, 2.5308, 3.2850], [1.6902, 1.9368, 2.5944], [-1.7698, 1.9410, 3.5184], [-2.6843, 1.3593, 2.0921], [-1.3685, 2.5256, 1.8895], [0.3988, -2.3508, 2.4822], [-0.3549, -4.3140, 3.7773], [-2.3292, -4.1306, 5.2638], [-3.5345, -1.9808, 5.4439], [-2.7936, -0.0298, 4.1488], [0.5923, -0.1891, 4.9955], [2.4498, 0.8676, 6.2179], [3.8306, 2.6061, 5.1312], [3.3349, 3.2950, 2.8036], [1.4815, 2.2280, 1.5701]], "gap_ev": 5.70, "max_force_ha_per_bohr": 0.0201, "homo_energy_ev": -6.54}